Record 1
{"formula": "C22H17F2N5OS", "method": "the ωB97M-V functional and the def2-TZVPD basis", "smiles": "C#CCOc1cnc(/C(F)=C/c2ccc(F)c([C@@]3(C)N=C(N)S[C@@]4(C#N)C[C@H]43)c2)cn1", "max_force_ev_per_a": 5.1, "homo_energy_ev": -8.413, "elements": ["N", "F", "F", "C", "C", "C", "N", "N", "N", "O", "S", "C", "C", "C", "C", "C", "C", "C", "C", "C", "C", "C", "C", "C", "N", "C", "C", "C", "C", "C", "C", "H", "H", "H", "H", "H", "H", "H", "H", "H", "H", "H", "H", "H", "H", "H", "H", "H"], "xyz": [[2.41121, 5.02046, -4.73463], [-0.36992, -1.48777, -0.49697], [-3.30042, 4.27110, -0.81503], [1.60181, 4.35158, -4.20697], [2.82545, -9.18391, 3.50523], [2.60985, -8.13957, 2.90403], [1.10225, 3.18870, -0.80840], [1.34095, -4.58850, 1.23876], [-1.06976, -3.42015, 2.29212], [1.16838, -6.43127, 2.68312], [1.14046, 1.84258, -3.12771], [1.73426, 2.26604, -1.51979], [-0.73889, -1.62021, 0.75358], [-1.65419, -0.68395, 1.23744], [-0.60893, -4.66889, 2.64769], [0.87758, -3.40754, 0.87382], [0.64858, -5.23837, 2.17647], [-0.24817, -2.83101, 1.41893], [-3.69901, 2.29766, 0.29561], [-3.32209, 1.04499, 0.69879], [-1.07942, 1.39812, 0.00535], [-2.73640, 3.14814, -0.34260], [-1.99847, 0.62058, 0.53092], [-1.39427, 2.76780, -0.41972], [2.88025, 1.75779, -0.98998], [2.36732, -6.88844, 2.16526], [-0.25666, 4.94917, -0.13396], [-0.94229, 3.77415, -3.61937], [0.61723, 3.57366, -3.42573], [-0.26202, 3.68160, -0.99402], [-0.23571, 4.33173, -2.44571], [2.75334, -10.25987, 3.75419], [-2.11642, -0.85167, 2.18752], [-1.19593, -5.15879, 3.45508], [1.56817, -2.98029, 0.08125], [-4.69239, 2.70295, 0.38293], [-4.04949, 0.44936, 1.08750], [-0.02928, 1.13917, 0.09017], [3.61240, 1.48396, -1.65412], [3.18414, 2.22708, -0.14592], [2.08232, -7.23447, 1.17187], [3.18869, -6.04815, 2.24544], [-0.37288, 4.78832, 0.89237], [-0.95612, 5.65875, -0.49870], [0.69704, 5.49007, -0.10404], [-1.26540, 4.51154, -4.34671], [-1.67976, 2.96740, -3.48803], [-0.13744, 5.41838, -2.45731]]}


Record 2
{"formula": "C22H17F3N3O2OsS", "method": "the ωB97M-V functional and the def2-TZVPD basis", "max_force_ev_per_a": 1.3, "charge": 1, "homo_energy_ev": -11.011, "elements": ["Os", "O", "C", "C", "C", "C", "C", "C", "C", "N", "C", "C", "N", "C", "C", "C", "C", "C", "C", "C", "O", "H", "H", "H", "H", "H", "H", "H", "H", "H", "H", "H", "H", "H", "H", "F", "C", "F", "F", "C", "C", "C", "C", "N", "C", "S", "H", "H", "H"], "xyz": [[0.72135, -0.21900, 0.33330], [0.73906, 1.76362, 0.64339], [0.01932, 2.49039, 1.46105], [-0.19357, 3.84356, 1.12526], [-0.94093, 4.64015, 1.95133], [-1.48030, 4.15514, 3.16368], [-1.23629, 2.86481, 3.52856], [-0.49716, 2.00548, 2.67645], [-0.08835, 0.73556, 3.12971], [0.48446, -0.18485, 2.41177], [1.06701, -1.30842, 3.17228], [0.87215, -2.52586, 2.32548], [1.28698, -2.14923, 0.97248], [2.08592, -2.95512, 0.34028], [2.30210, -2.90743, -1.06223], [3.26891, -3.70287, -1.70889], [3.25960, -3.81078, -3.07262], [2.24337, -3.16764, -3.80256], [1.26825, -2.41588, -3.19084], [1.30495, -2.24192, -1.79857], [0.36783, -1.52814, -1.21186], [0.23527, 4.21527, 0.20446], [-1.11334, 5.67191, 1.67244], [-2.05675, 4.81078, 3.80027], [-1.59910, 2.47681, 4.47330], [-0.20117, 0.52895, 4.19279], [0.58168, -1.40203, 4.14323], [2.13001, -1.11305, 3.33365], [-0.18550, -2.79863, 2.28755], [1.43412, -3.38512, 2.69160], [2.51690, -3.77739, 0.90876], [4.00544, -4.22863, -1.11294], [4.00608, -4.39921, -3.58608], [2.22630, -3.26728, -4.88056], [0.48684, -1.92789, -3.75703], [-1.15161, 1.09478, -4.52262], [-1.70744, 1.96147, -3.66326], [-0.88501, 3.01371, -3.56492], [-2.85548, 2.38864, -4.20051], [-1.93732, 1.31558, -2.32145], [-3.20550, 1.15463, -1.80874], [-3.39967, 0.55342, -0.56268], [-2.30322, 0.10605, 0.12823], [-1.07887, 0.24657, -0.39597], [-0.84451, 0.86298, -1.56842], [0.86049, 0.96889, -1.84311], [-4.05654, 1.50502, -2.37650], [-4.38815, 0.42880, -0.14759], [-2.36859, -0.38665, 1.08863]]}


Record 3
{"formula": "C22H17MnN2O7", "method": "the ωB97M-V functional and the def2-TZVPD basis", "max_force_ev_per_a": 0.2, "charge": 1, "homo_energy_ev": [-12.094, -12.340], "multiplicity": 4, "elements": ["Mn", "O", "C", "C", "C", "N", "C", "C", "C", "O", "O", "C", "O", "O", "H", "H", "H", "C", "C", "C", "C", "C", "C", "N", "C", "C", "C", "C", "C", "C", "C", "O", "O", "C", "C", "H", "H", "H", "H", "H", "H", "H", "H", "H", "H", "H", "H", "H", "H"], "xyz": [[0.61067, -0.38626, -0.50277], [4.05782, 0.14671, 4.25189], [3.29487, 0.07611, 3.15833], [3.27159, 1.08578, 2.18439], [2.47081, 0.88667, 1.08625], [1.80656, -0.25273, 0.94548], [1.65027, -1.12477, 1.93910], [2.41988, -1.01925, 3.06930], [0.38279, -1.93344, 1.69883], [0.10963, -2.93998, 2.29581], [-0.38118, -1.31141, 0.81646], [1.93863, 1.90625, 0.09219], [2.41137, 2.99028, -0.06995], [0.81002, 1.44475, -0.45033], [4.58654, 0.95439, 4.26146], [3.79867, 2.02354, 2.30598], [2.30952, -1.71049, 3.89265], [-2.01332, -7.58244, -0.31331], [-1.22258, -7.07236, -1.48705], [-1.38878, -7.67214, -2.73993], [-0.71348, -7.22867, -3.88612], [0.16311, -6.18820, -3.79935], [0.38116, -5.58137, -2.53261], [1.20641, -4.53304, -2.37210], [2.11974, -3.94865, -3.26401], [2.85835, -4.71830, -4.15816], [3.75709, -4.10480, -5.01620], [3.93742, -2.72985, -4.98653], [3.23728, -1.96315, -4.06809], [2.33986, -2.55677, -3.19292], [1.66795, -1.70104, -2.18953], [1.77056, -0.45163, -2.18693], [0.96304, -2.21555, -1.24686], [-0.33128, -6.01602, -1.36122], [-0.09505, -5.32029, -0.05283], [-2.69426, -8.37198, -0.62323], [-2.60416, -6.78680, 0.14108], [-1.35782, -7.98898, 0.45844], [-2.08488, -8.49670, -2.83085], [-0.91332, -7.69451, -4.84101], [0.63711, -5.78658, -4.68144], [1.06959, -3.97665, -1.52526], [2.76271, -5.79474, -4.14965], [4.33127, -4.71196, -5.70303], [4.63787, -2.25824, -5.66153], [3.38117, -0.89280, -4.00806], [0.96933, -5.25165, 0.18233], [-0.57219, -5.84068, 0.76986], [-0.50042, -4.30275, -0.05791]]}